Below is C2H5InO9PS as an isolated structure at a distorted geometry, with properties calculated with ωB97M-V with the def2-TZVPD basis set.

Geometry as XYZ:
```
19
Properties=species:S:1:pos:R:3:forces:R:3
O -19.110 13.641 16.479 0.12 1.31 -0.77
H -17.473 19.952 18.474 0.08 0.44 -0.32
H -20.013 21.032 19.942 -0.12 -0.51 -0.11
C -19.456 20.775 19.041 0.49 -0.91 -1.15
H -20.023 20.311 18.233 -0.77 0.04 0.39
O -17.922 16.072 16.383 -1.44 -1.46 1.00
P -18.449 14.800 17.220 1.14 -1.07 -0.20
O -19.946 14.221 21.363 0.18 1.43 0.37
S -19.731 12.800 21.005 -2.49 -2.54 1.58
H -19.131 21.712 18.589 0.40 0.12 0.18
O -20.469 12.485 19.804 -0.09 -0.16 0.19
O -18.299 12.806 20.780 2.79 0.62 -0.62
O -18.369 18.446 19.324 -0.88 0.84 0.05
O -19.443 15.298 18.297 -0.40 1.79 0.54
O -17.279 14.244 18.045 1.31 0.78 1.11
In -17.675 15.773 20.470 -0.83 -1.43 -2.17
C -18.248 19.820 19.229 0.25 -0.03 0.60
O -20.005 11.917 22.165 -0.31 0.76 -1.03
H -17.782 20.112 20.170 0.56 -0.01 0.37
```
Forces are in eV/Å.

E_HOMO (alpha / beta): -0.6604 / -0.9088 eV
Spin multiplicity: 2
Net charge: -2
Energy: -45877.2420 eV
Frontier orbital gap (alpha / beta): 4.99 / 4.06 eV
Lowest unoccupied orbital energy (alpha / beta): 4.33 / 3.15 eV

The Mulliken scheme yields these atomic charges, measured in e:
1 O -0.72
2 H 0.33
3 H 0.26
4 C -0.96
5 H 0.29
6 O -0.60
7 P 0.85
8 O -0.52
9 S 1.26
10 H 0.35
11 O -0.50
12 O -0.46
13 O -0.24
14 O -0.54
15 O -0.72
16 In 0.70
17 C -0.33
18 O -0.72
19 H 0.27

=====

Below is C2H5LiNaO2 as an isolated structure at a distorted geometry, with properties calculated with ωB97M-V with the def2-TZVPD basis set.

Geometry as XYZ:
```
11
Properties=species:S:1:pos:R:3:forces:R:3
Li 1.381 0.461 2.282 -0.35 0.06 -0.93
Na -0.775 1.060 -2.639 0.27 0.09 0.31
O 1.067 0.964 0.609 1.68 0.78 2.18
H -0.440 2.622 -4.017 -0.16 -0.34 0.17
H 0.908 -0.561 -0.559 -2.06 0.85 -1.44
H 0.651 -1.622 1.271 -0.17 -1.51 -0.43
C -0.320 -1.192 0.886 -0.38 1.62 -1.25
O -1.217 -1.652 -0.050 0.89 -1.26 2.17
C 0.196 0.032 0.094 0.85 0.62 1.70
H -0.666 -0.693 1.840 -0.89 -0.41 0.36
H -0.784 0.580 0.283 0.31 -0.51 -2.84
```
Forces are in eV/Å.

E_HOMO: -2.9025 eV
Net charge: -1
Energy: -10867.5406 eV
Frontier orbital gap: 4.58 eV
Lowest unoccupied orbital energy: 1.68 eV

The Mulliken scheme yields these atomic charges, measured in e:
1 Li 0.74
2 Na 0.23
3 O -1.02
4 H -0.26
5 H 0.43
6 H 0.10
7 C -0.51
8 O -0.82
9 C -0.35
10 H 0.03
11 H 0.44

=====

Below is C2H5MgO3Rh as an isolated structure at a distorted geometry, with properties calculated with ωB97M-V with the def2-TZVPD basis set.

Geometry as XYZ:
```
12
Properties=species:S:1:pos:R:3:forces:R:3
C -0.372 -1.285 -0.133 0.31 -1.45 -0.07
O 1.172 0.497 -0.846 0.86 -0.54 0.38
O -0.686 -0.258 0.767 -1.40 -0.46 0.16
H 1.197 -1.459 -1.657 0.16 0.58 0.28
O -0.074 2.172 1.715 -1.17 0.39 0.33
H 0.099 3.049 2.053 0.39 0.43 0.08
Rh 0.995 0.702 1.036 2.89 0.30 0.57
H 0.113 -2.111 0.420 0.11 0.40 -0.18
Mg -1.575 1.522 0.537 -1.18 0.58 -0.04
H -1.258 -1.763 -0.588 0.16 0.51 0.16
C 0.530 -0.683 -1.236 -1.55 -0.56 -1.83
H -0.142 -0.383 -2.067 0.41 -0.17 0.17
```
Forces are in eV/Å.

E_HOMO (alpha / beta): -10.1417 / -14.9426 eV
Spin multiplicity: 6
Net charge: +1
Energy: -16738.7288 eV
Frontier orbital gap (alpha / beta): 5.55 / 7.40 eV
Lowest unoccupied orbital energy (alpha / beta): -4.59 / -7.54 eV

The Mulliken scheme yields these atomic charges, measured in e:
1 C -0.33
2 O -0.57
3 O -0.81
4 H 0.36
5 O -0.79
6 H 0.23
7 Rh 1.35
8 H 0.25
9 Mg 0.72
10 H 0.34
11 C -0.03
12 H 0.28

=====

Below is C2H5MnO2 as an isolated structure at a distorted geometry, with properties calculated with ωB97M-V with the def2-TZVPD basis set.

Geometry as XYZ:
```
10
Properties=species:S:1:pos:R:3:forces:R:3
C -0.682 0.248 -1.970 0.13 0.23 -0.38
O -1.692 0.222 -1.012 -0.03 -0.18 -0.84
H 1.466 -0.107 -2.102 -0.32 -0.05 0.12
Mn -0.936 0.473 0.677 -0.92 0.40 2.10
H 2.178 0.379 0.148 -5.64 -0.39 -1.31
H -0.944 -0.352 -2.864 0.11 0.10 0.28
O 0.893 0.318 -0.153 6.09 0.55 1.21
H -0.494 1.282 -2.330 -0.05 -0.27 0.09
H 0.556 -1.400 -1.277 0.00 0.30 0.08
C 0.631 -0.308 -1.413 0.64 -0.69 -1.36
```
Forces are in eV/Å.

E_HOMO (alpha / beta): -6.0231 / -9.4708 eV
Spin multiplicity: 7
Net charge: 0
Energy: -37566.4456 eV
Frontier orbital gap (alpha / beta): 5.27 / 8.65 eV
Lowest unoccupied orbital energy (alpha / beta): -0.75 / -0.82 eV

The Mulliken scheme yields these atomic charges, measured in e:
1 C -0.21
2 O -0.74
3 H 0.33
4 Mn 0.22
5 H 0.35
6 H 0.29
7 O -0.48
8 H 0.26
9 H 0.27
10 C -0.30

=====

Below is a 2-piece molecular cluster, C2H5N overall at a distorted geometry, with properties calculated with ωB97M-V with the def2-TZVPD basis set.

Geometry as XYZ:
```
8
Properties=species:S:1:pos:R:3:forces:R:3
N 1.839 0.119 -0.001 1.18 -1.08 -0.38
H 1.624 -0.158 0.950 -0.31 0.13 -0.11
H -2.055 -1.471 0.071 -0.27 -0.66 -0.11
C -1.845 -0.449 -0.023 -0.02 -0.71 0.30
H -1.240 1.720 -0.041 -0.08 -0.22 0.12
H 2.193 -0.738 -0.456 0.08 0.62 0.43
C -1.518 0.688 0.017 0.29 1.62 -0.30
H 1.002 0.288 -0.516 -0.87 0.29 0.06
```
Forces are in eV/Å.

E_HOMO: -10.0220 eV
Net charge: 0
Energy: -3642.8790 eV
Frontier orbital gap: 11.12 eV
Lowest unoccupied orbital energy: 1.10 eV

The Mulliken scheme yields these atomic charges, measured in e:
1 N -0.68
2 H 0.25
3 H 0.39
4 C -0.16
5 H 0.38
6 H 0.22
7 C -0.61
8 H 0.21

=====

Below is a 2-piece molecular cluster, C2H5N overall at a distorted geometry, with properties calculated with ωB97M-V with the def2-TZVPD basis set.

Geometry as XYZ:
```
8
Properties=species:S:1:pos:R:3:forces:R:3
C -1.302 -0.022 -0.492 2.54 -0.04 -2.28
H -3.091 0.026 0.366 1.38 -0.36 0.12
N -2.029 -0.253 0.412 -3.62 0.19 1.74
H -0.911 0.265 -1.468 -0.80 0.20 0.30
H 1.393 -0.873 -0.681 0.21 -0.37 -0.02
H 1.019 -0.371 1.048 0.38 0.18 -0.25
C 1.524 -0.153 0.106 -0.43 -1.67 0.64
H 1.608 0.821 -0.235 0.35 1.86 -0.25
```
Forces are in eV/Å.

E_HOMO (alpha / beta): -6.5220 / -12.3442 eV
Spin multiplicity: 3
Net charge: 0
Energy: -3639.5374 eV
Frontier orbital gap (alpha / beta): 7.63 / 12.26 eV
Lowest unoccupied orbital energy (alpha / beta): 1.11 / -0.08 eV

The Mulliken scheme yields these atomic charges, measured in e:
1 C -0.16
2 H 0.22
3 N -0.41
4 H 0.35
5 H 0.30
6 H 0.29
7 C -0.93
8 H 0.33

=====

Below is a 2-piece molecular cluster, C2H5N2 overall at a distorted geometry, with properties calculated with ωB97M-V with the def2-TZVPD basis set.

Geometry as XYZ:
```
9
Properties=species:S:1:pos:R:3:forces:R:3
C -1.114 0.150 1.789 -1.59 0.53 0.92
C 0.864 -0.154 -1.438 1.02 -1.61 -1.70
H -1.807 0.939 1.504 0.19 0.25 -0.39
H -1.420 -0.397 2.697 0.11 -0.15 0.07
H 0.480 0.510 -2.257 -0.32 0.14 0.23
N -0.079 -0.252 1.316 2.33 -0.26 -2.10
H 0.323 -1.112 -1.447 -0.21 0.22 0.00
H 1.916 -0.280 -1.796 -0.12 -0.22 0.20
N 0.838 0.598 -0.368 -1.39 1.10 2.77
```
Forces are in eV/Å.

E_HOMO (alpha / beta): -15.5631 / -16.1514 eV
Net charge: +1
Energy: -5120.7027 eV
Frontier orbital gap (alpha / beta): 8.19 / 7.99 eV
Lowest unoccupied orbital energy (alpha / beta): -7.37 / -8.16 eV

The Mulliken scheme yields these atomic charges, measured in e:
1 C -0.06
2 C -0.41
3 H 0.31
4 H 0.31
5 H 0.34
6 N -0.13
7 H 0.33
8 H 0.32
9 N 0.00

=====

Below is an isolated ion of composition C2H5N2 and charge +1 at a distorted geometry, with properties calculated with ωB97M-V with the def2-TZVPD basis set.

Geometry as XYZ:
```
9
Properties=species:S:1:pos:R:3:forces:R:3
N -0.355 0.423 0.143 -1.24 0.56 3.23
C -1.645 -0.096 0.193 -1.25 4.19 -4.53
H -2.290 0.559 0.792 0.14 -1.28 0.69
H 2.682 0.301 0.675 0.00 0.38 0.53
N 0.735 -0.022 0.140 0.49 -0.74 -1.05
C 1.960 -0.108 -0.021 3.87 0.54 -1.62
H -1.630 -1.126 -0.039 -0.49 -1.31 0.49
H 2.432 -0.347 -1.015 -0.70 -0.98 0.92
H -1.889 0.416 -0.867 -0.82 -1.35 1.34
```
Forces are in eV/Å.

E_HOMO (alpha / beta): -13.1728 / -17.4663 eV
Spin multiplicity: 3
Net charge: +1
Energy: -5121.4608 eV
Frontier orbital gap (alpha / beta): 7.98 / 8.91 eV
Lowest unoccupied orbital energy (alpha / beta): -5.19 / -8.56 eV

The Mulliken scheme yields these atomic charges, measured in e:
1 N -0.06
2 C -0.61
3 H 0.32
4 H 0.29
5 N 0.24
6 C -0.17
7 H 0.39
8 H 0.28
9 H 0.32